{
  "formula": "C4H9NO",
  "method": "the ωB97M-V functional and the def2-TZVPD basis",
  "symbols": ["C", "C", "C", "N", "C", "O", "H", "H", "H", "H", "H", "H", "H", "H", "H"],
  "coordinates": [[-0.124, 0.664, -1.278], [-0.042, -0.530, -0.289], [1.435, -0.869, -0.093], [-0.878, -0.278, 0.907], [-1.090, 0.926, 1.498], [-0.785, 1.977, 0.966], [0.569, 1.375, -1.112], [0.148, 0.162, -2.156], [-1.105, 1.046, -1.332], [-0.552, -1.408, -0.734], [1.445, -1.905, 0.450], [2.043, -0.084, 0.452], [1.980, -1.004, -1.121], [-1.503, -0.959, 1.271], [-1.540, 0.886, 2.569]],
  "smiles": "CC(C)NC=O",
  "de_lowest_kcal_mol": 33.0,
  "charge": 0,
  "e_homo_ev": -9.61,
  "energy_ev": -7830.8891,
  "orbital_gap_ev": 10.4539
}

=====

{
  "formula": "C24H43N3O2PTi",
  "method": "the ωB97M-V functional and the def2-TZVPD basis",
  "symbols": ["Ti", "N", "C", "C", "C", "O", "O", "H", "H", "H", "H", "H", "H", "C", "C", "C", "C", "C", "C", "P", "C", "C", "C", "C", "C", "C", "C", "C", "C", "C", "C", "C", "H", "H", "H", "H", "H", "H", "H", "H", "H", "H", "H", "H", "H", "H", "H", "H", "H", "H", "H", "H", "H", "H", "H", "H", "H", "H", "H", "H", "H", "H", "H", "H", "H", "N", "C", "C", "C", "N", "H", "H", "H", "H"],
  "coordinates": [[0.638, -1.808, -0.008], [2.436, -2.753, 1.075], [2.366, -4.241, 0.797], [0.965, -4.834, 1.124], [0.051, -3.739, 0.714], [-0.182, -3.486, -0.528], [-0.109, -2.754, 1.510], [3.386, -2.439, 0.905], [2.265, -2.602, 2.066], [3.120, -4.775, 1.364], [2.574, -4.378, -0.259], [0.846, -5.035, 2.184], [0.811, -5.742, 0.550], [-4.466, -0.044, 1.750], [-3.391, 0.246, 2.807], [-1.962, 0.123, 2.238], [-1.948, 0.480, 0.745], [-2.818, -0.514, -0.074], [-3.964, -1.097, 0.768], [-0.260, 0.529, 0.053], [-0.287, 1.258, -1.626], [-0.873, 0.364, -2.731], [-0.337, 0.852, -4.086], [-0.246, 2.395, -4.131], [-1.239, 3.036, -3.163], [-0.933, 2.658, -1.698], [0.886, 1.585, 1.026], [0.274, 2.875, 1.659], [0.501, 2.943, 3.174], [1.980, 2.808, 3.546], [2.686, 1.663, 2.777], [1.686, 0.762, 2.053], [-4.711, 0.869, 1.196], [-5.389, -0.363, 2.230], [-3.492, -0.459, 3.634], [-3.537, 1.242, 3.230], [-1.591, -0.895, 2.376], [-1.292, 0.777, 2.790], [-2.352, 1.487, 0.629], [-2.219, -1.336, -0.474], [-3.226, -0.002, -0.944], [-3.618, -1.975, 1.322], [-4.759, -1.437, 0.108], [0.783, 1.367, -1.840], [-1.961, 0.442, -2.709], [-0.645, -0.696, -2.587], [-0.981, 0.482, -4.885], [0.656, 0.425, -4.257], [-0.427, 2.750, -5.145], [0.767, 2.720, -3.876], [-2.253, 2.718, -3.420], [-1.227, 4.120, -3.266], [-1.860, 2.681, -1.119], [-0.262, 3.394, -1.249], [1.598, 1.882, 0.252], [-0.789, 2.974, 1.429], [0.760, 3.739, 1.199], [-0.073, 2.165, 3.682], [0.111, 3.889, 3.550], [2.062, 2.641, 4.620], [2.494, 3.750, 3.345], [3.306, 1.074, 3.455], [3.364, 2.078, 2.025], [1.016, 0.268, 2.765], [2.238, -0.030, 1.531], [1.484, -2.447, -2.837], [2.403, -2.305, -3.791], [3.440, -1.550, -3.268], [3.052, -1.277, -1.968], [1.852, -1.824, -1.688], [0.633, -2.986, -2.871], [2.272, -2.750, -4.767], [4.345, -1.244, -3.767], [3.571, -0.697, -1.219]],
  "multiplicity": 2,
  "de_lowest_kcal_mol": 1.9,
  "charge": 2,
  "e_homo_ev": [-15.49, -15.59],
  "energy_ev": -66543.7027,
  "orbital_gap_ev": [8.7060, 9.0453]
}

=====

{
  "formula": "C18H22BrCsF5N2O3Si",
  "method": "the ωB97M-V functional and the def2-TZVPD basis",
  "symbols": ["C", "Si", "C", "C", "O", "C", "C", "N", "C", "O", "C", "C", "N", "C", "C", "Br", "C", "C", "C", "C", "C", "F", "F", "C", "F", "F", "F", "C", "C", "O", "H", "H", "H", "H", "H", "H", "H", "H", "H", "H", "H", "H", "H", "H", "H", "H", "H", "H", "H", "H", "H", "H", "Cs"],
  "coordinates": [[-5.253, 2.354, -0.729], [-4.304, 0.935, -1.491], [-5.096, -0.738, -1.195], [-4.267, 1.203, -3.343], [-2.695, 0.884, -1.006], [-2.392, 1.066, 0.353], [-2.496, -0.194, 1.192], [-1.714, -1.329, 0.680], [-1.375, -2.255, 1.723], [-2.069, -3.115, 2.131], [0.041, -1.961, 2.076], [0.792, -2.301, 3.190], [0.289, -3.076, 4.249], [2.109, -1.841, 3.224], [2.649, -1.097, 2.187], [4.416, -0.480, 2.433], [1.904, -0.761, 1.046], [2.368, 0.063, -0.132], [3.566, -0.526, -0.910], [4.314, 0.565, -1.772], [5.567, 1.124, -1.101], [6.496, 1.321, -2.083], [6.122, 0.284, -0.222], [5.364, 2.512, -0.474], [4.982, 3.352, -1.438], [4.406, 2.473, 0.454], [6.479, 2.955, 0.072], [0.596, -1.221, 1.055], [-0.480, -1.059, 0.018], [-0.361, -0.875, -1.153], [-5.934, 2.773, -1.462], [-5.859, 2.075, 0.126], [-4.581, 3.162, -0.449], [-6.021, -0.826, -1.753], [-4.408, -1.483, -1.587], [-5.238, -0.942, -0.139], [-3.430, 0.708, -3.823], [-4.218, 2.262, -3.583], [-5.208, 0.849, -3.752], [-1.367, 1.437, 0.407], [-3.007, 1.822, 0.841], [-2.115, 0.072, 2.184], [-3.539, -0.458, 1.328], [0.054, -2.524, 5.060], [-0.501, -3.639, 3.967], [2.719, -2.061, 4.083], [1.520, 0.082, -0.818], [2.512, 1.096, 0.169], [3.112, -1.255, -1.686], [4.245, -1.125, -0.304], [4.675, 0.132, -2.720], [3.624, 1.380, -1.951], [3.010, -1.796, -3.171]],
  "charge": 1,
  "e_homo_ev": -11.67,
  "energy_ev": -120194.6738,
  "orbital_gap_ev": 8.2233
}

=====

{
  "formula": "C54H65F9O7Zn",
  "method": "the ωB97M-V functional and the def2-TZVPD basis",
  "symbols": ["Zn", "C", "O", "O", "C", "F", "F", "F", "C", "C", "H", "H", "H", "H", "H", "H", "C", "C", "O", "H", "H", "H", "H", "H", "F", "C", "C", "C", "C", "C", "C", "H", "H", "H", "H", "H", "F", "C", "C", "C", "C", "C", "C", "H", "H", "H", "H", "H", "F", "C", "C", "C", "C", "C", "C", "H", "H", "H", "H", "H", "F", "C", "C", "C", "C", "C", "C", "H", "H", "H", "H", "H", "F", "C", "C", "C", "C", "C", "C", "H", "H", "H", "H", "H", "F", "C", "C", "C", "C", "C", "C", "H", "H", "H", "H", "H", "C", "C", "O", "C", "H", "H", "H", "H", "H", "H", "C", "C", "O", "C", "H", "H", "H", "H", "H", "H", "C", "C", "O", "C", "H", "H", "H", "H", "H", "H", "C", "C", "O", "C", "H", "H", "H", "H", "H", "H"],
  "coordinates": [[-0.169, 0.263, -0.066], [3.304, 0.605, -0.547], [3.470, -0.171, -1.729], [1.939, 0.592, -0.331], [4.255, 0.145, 0.675], [5.541, 0.325, 0.306], [4.012, 0.852, 1.781], [4.122, -1.163, 0.961], [4.528, 0.092, -2.682], [4.574, -1.042, -3.732], [3.665, -1.027, -4.334], [5.449, -0.983, -4.379], [4.475, -2.014, -3.249], [5.510, 0.231, -2.229], [4.175, 0.997, -3.176], [3.446, 1.674, -0.707], [-4.493, -0.764, 1.261], [-3.569, 0.184, 0.475], [-2.173, -0.147, 0.392], [-5.537, -0.576, 1.010], [-4.426, -0.524, 2.322], [-4.267, -1.795, 0.992], [-3.680, 1.119, 1.024], [-3.954, 0.416, -0.517], [0.880, 1.277, 6.217], [2.102, 0.726, 6.068], [2.632, 0.522, 4.795], [3.751, -0.206, 4.613], [4.459, -0.689, 5.751], [3.961, -0.494, 7.043], [2.792, 0.264, 7.204], [2.070, 0.803, 3.918], [4.112, -0.416, 3.617], [5.347, -1.283, 5.595], [4.456, -0.877, 7.924], [2.354, 0.381, 8.184], [1.817, -7.105, 0.905], [2.300, -5.987, 0.310], [1.458, -4.911, 0.116], [1.950, -3.797, -0.556], [3.309, -3.727, -0.882], [4.168, -4.805, -0.704], [3.672, -5.952, -0.064], [0.409, -5.003, 0.353], [1.300, -2.939, -0.640], [3.702, -2.778, -1.217], [5.223, -4.783, -0.937], [4.368, -6.703, 0.282], [-1.004, 0.983, 4.535], [-2.136, 1.449, 5.000], [-2.215, 2.664, 5.686], [-3.446, 3.165, 6.174], [-4.578, 2.356, 5.993], [-4.524, 1.114, 5.356], [-3.305, 0.672, 4.803], [-1.257, 3.081, 5.959], [-3.554, 4.133, 6.641], [-5.550, 2.755, 6.240], [-5.408, 0.527, 5.157], [-3.228, -0.277, 4.293], [-1.846, -0.207, -5.375], [-3.081, 0.192, -4.986], [-3.963, 0.620, -5.988], [-5.203, 1.156, -5.661], [-5.615, 1.165, -4.336], [-4.804, 0.589, -3.348], [-3.516, 0.193, -3.705], [-3.649, 0.543, -7.019], [-5.942, 1.468, -6.384], [-6.573, 1.585, -4.068], [-5.154, 0.535, -2.328], [-2.899, -0.116, -2.875], [3.640, 6.828, -1.277], [3.134, 5.893, -2.190], [2.725, 6.327, -3.443], [2.051, 5.496, -4.323], [1.870, 4.131, -3.953], [2.367, 3.686, -2.696], [2.972, 4.560, -1.818], [2.905, 7.357, -3.714], [1.745, 5.831, -5.302], [1.417, 3.462, -4.670], [2.318, 2.618, -2.542], [3.283, 4.234, -0.837], [-2.118, -7.350, -1.372], [-2.497, -6.088, -1.562], [-3.045, -5.715, -2.769], [-3.373, -4.412, -3.098], [-3.229, -3.440, -2.130], [-2.665, -3.740, -0.860], [-2.332, -5.097, -0.639], [-3.134, -6.474, -3.532], [-3.692, -4.100, -4.082], [-3.370, -2.386, -2.318], [-2.489, -3.019, -0.076], [-1.886, -5.335, 0.315], [-1.531, 3.403, 2.090], [-0.162, 2.649, 2.176], [-0.016, 1.661, 1.455], [1.032, 3.295, 2.839], [-2.277, 2.790, 1.585], [-1.336, 4.425, 1.765], [-1.827, 3.411, 3.139], [1.919, 3.137, 2.225], [1.217, 2.786, 3.785], [0.848, 4.360, 2.981], [1.576, -2.617, 2.874], [0.335, -1.983, 2.362], [0.330, -1.399, 1.262], [-0.926, -2.353, 3.070], [1.450, -3.675, 3.106], [1.918, -2.111, 3.777], [2.433, -2.457, 2.220], [-0.810, -3.387, 3.397], [-1.772, -2.250, 2.391], [-1.055, -1.807, 4.004], [0.815, -0.208, -3.760], [0.242, -1.284, -2.849], [-0.238, -0.960, -1.756], [0.212, -2.741, -3.329], [0.701, 0.801, -3.362], [0.381, -0.285, -4.757], [1.887, -0.405, -3.780], [-0.144, -3.458, -2.590], [1.198, -3.000, -3.715], [-0.522, -2.838, -4.129], [-0.900, 4.143, -1.070], [-1.070, 2.896, -1.803], [-0.664, 1.838, -1.341], [-1.750, 2.959, -3.220], [-1.853, 4.254, -0.554], [-0.673, 4.997, -1.709], [-0.159, 3.974, -0.289], [-1.857, 3.972, -3.607], [-2.785, 2.619, -3.258], [-1.102, 2.431, -3.921]],
  "charge": 0,
  "e_homo_ev": -7.30,
  "energy_ev": -144257.7870,
  "orbital_gap_ev": 7.6897
}

=====

{
  "formula": "C3H7NO2",
  "method": "the ωB97M-V functional and the def2-TZVPD basis",
  "symbols": ["C", "C", "C", "O", "N", "O", "H", "H", "H", "H", "H", "H", "H"],
  "coordinates": [[-0.906, 1.365, 0.279], [-0.416, -0.033, -0.150], [1.110, -0.168, 0.032], [1.675, -1.095, -0.859], [-1.063, -1.137, 0.583], [-1.060, -2.114, -0.133], [-1.993, 1.486, 0.244], [-0.594, 1.622, 1.305], [-0.467, 2.129, -0.373], [-0.554, -0.478, -1.154], [1.368, -0.400, 1.076], [1.542, 0.803, -0.221], [1.358, -1.979, -0.629]],
  "smiles": "C[C@@H](CO)N=O",
  "de_lowest_kcal_mol": 88.8,
  "charge": 0,
  "e_homo_ev": -9.37,
  "energy_ev": -8806.6763,
  "orbital_gap_ev": 9.2179
}